[1]
A cluster of 2 separate species, C5H8N2O2S in total. Source: the Open Molecules 2025 dataset; level of theory: the ωB97M-V functional and the def2-TZVPD basis.

Geometry as XYZ:
```
18
Properties=species:S:1:pos:R:3:forces:R:3
C 2.06493 -0.45443 0.54814 0.464 -0.390 0.077
C 2.44448 -1.77472 0.59785 0.431 1.023 0.194
C 0.68913 -0.47400 0.14650 -0.951 1.351 -0.156
C -0.87960 -2.37497 -0.34623 -0.462 -0.245 -0.089
C -1.86731 2.91219 0.02242 0.424 -0.064 -0.271
N 1.43538 -2.59116 0.27445 -0.882 -0.567 -0.308
N 0.39462 -1.82227 -0.00369 0.461 -0.397 0.118
O -0.12551 0.44601 -0.03539 0.630 -1.187 0.135
O 0.12391 3.62531 -1.53306 0.369 0.338 -1.966
S -0.11478 3.34370 -0.12373 -0.644 -0.038 1.974
H 2.63738 0.42663 0.74907 0.104 0.188 0.033
H 3.39954 -2.18842 0.85610 0.145 -0.125 0.032
H -1.53833 -1.54990 -0.61347 0.055 -0.064 0.019
H -0.77617 -3.05872 -1.18759 -0.004 0.052 0.000
H -1.29638 -2.92050 0.50246 -0.005 0.061 -0.051
H -2.46603 3.64817 -0.50564 -0.007 0.151 0.020
H -2.00437 1.93187 -0.42101 -0.048 -0.119 -0.045
H -2.12089 2.87521 1.07283 -0.081 0.032 0.284
```
Forces are in eV/Å.

Net charge   0
ΔE to the lowest compared entry with this formula, charge and spin   3.687 eV
Gap between HOMO and LUMO (spin up / spin down)   9.11 / 5.96 eV
Calculated total energy   -23222.411 eV

[2]
A structure of composition C31H53CeClNP. Source: the Open Molecules 2025 dataset; level of theory: the ωB97M-V functional and the def2-TZVPD basis.

Geometry as XYZ:
```
88
Properties=species:S:1:pos:R:3:forces:R:3
Ce -0.00881 -0.16047 2.34277 -1.117 -1.384 -1.136
Cl 0.26171 -0.12449 4.91572 0.397 0.249 1.495
P 0.03617 0.09331 -0.66501 0.277 0.245 0.650
C -0.01976 -2.18428 1.41322 0.203 -0.236 0.140
H 0.64052 -2.93607 0.95701 -0.395 -0.087 -0.063
H -1.07947 -2.51066 1.34219 0.179 0.131 0.097
C -0.27817 1.95073 -0.66383 -0.162 -0.320 -0.921
C -1.50856 -0.75134 -1.30068 0.133 0.376 0.171
C -0.12396 2.67182 -2.01039 -0.196 0.588 0.121
H -1.33917 2.04712 -0.36360 0.341 -0.086 0.017
C -0.57632 4.13502 -1.88594 0.039 -0.006 -0.021
H 0.92896 2.65236 -2.32779 -0.228 0.007 0.065
H -0.71078 2.17883 -2.79865 0.166 0.094 0.286
C 0.15999 4.88331 -0.76596 0.055 -0.120 -0.081
H -0.41894 4.64852 -2.84337 -0.076 0.028 0.137
H -1.65607 4.15198 -1.68479 0.089 -0.013 -0.012
C 0.17428 4.11605 0.56149 -0.043 -0.028 0.038
H 1.19549 5.06548 -1.08077 -0.038 -0.029 -0.006
H -0.30236 5.86520 -0.61383 0.103 -0.063 -0.025
C 0.59511 2.64649 0.39730 -0.080 0.342 -0.029
H 0.85067 4.61184 1.26909 -0.118 -0.022 -0.079
H -0.82818 4.14688 1.01030 0.110 -0.043 -0.081
H 1.65052 2.60415 0.08254 -0.183 -0.050 0.104
H 0.54659 2.16991 1.40207 -0.020 0.284 -0.669
C 1.37489 -0.26623 -1.91619 -0.341 0.179 -0.097
C -1.19258 -2.19845 -1.71943 -0.077 -0.001 -0.198
H -2.12960 -0.81601 -0.38625 0.180 -0.017 -0.140
C -2.48419 -2.96746 -2.02418 -0.003 0.191 0.118
H -0.54578 -2.21364 -2.61205 -0.182 0.027 0.148
H -0.64186 -2.68480 -0.90621 -0.092 0.119 -0.096
C -3.38195 -2.23987 -3.03139 0.103 0.079 -0.043
H -2.23534 -3.96630 -2.40161 -0.064 0.081 0.065
H -3.03471 -3.10542 -1.08531 0.055 0.014 -0.044
C -3.62089 -0.76585 -2.67449 -0.035 0.002 0.163
H -2.92339 -2.29547 -4.02709 0.022 0.013 0.020
H -4.34626 -2.75638 -3.09890 0.080 0.051 -0.066
C -2.32774 0.00022 -2.35677 -0.031 -0.182 -0.235
H -4.14972 -0.26481 -3.49501 0.004 -0.076 0.102
H -4.27540 -0.71306 -1.79402 0.073 -0.019 -0.068
H -1.74218 0.12921 -3.28154 -0.164 -0.042 0.201
H -2.58457 1.00818 -2.00312 0.040 -0.172 -0.041
C 2.66882 0.50310 -1.60022 0.083 -0.047 0.032
H 1.57347 -1.33671 -1.74115 -0.011 0.110 0.040
C 3.83416 -0.00430 -2.45968 -0.136 -0.010 -0.003
H 2.52492 1.57940 -1.78670 0.017 -0.268 0.004
H 2.92907 0.39879 -0.53673 -0.071 0.003 -0.361
C 3.51291 0.00384 -3.95927 -0.101 0.065 0.005
H 4.71862 0.61199 -2.26698 -0.004 -0.100 -0.027
H 4.08131 -1.02531 -2.14608 -0.027 0.026 -0.001
C 2.16038 -0.64394 -4.28558 -0.014 -0.048 0.153
H 3.50370 1.04231 -4.31638 -0.015 -0.053 0.034
H 4.30900 -0.51433 -4.50854 -0.080 0.129 0.036
C 1.01862 -0.11462 -3.40386 0.224 0.086 -0.242
H 1.91216 -0.48109 -5.34021 0.069 -0.053 0.054
H 2.23693 -1.72923 -4.14003 0.003 0.045 -0.005
H 0.84762 0.94390 -3.64577 0.057 -0.248 0.065
H 0.09267 -0.64822 -3.65287 0.313 0.152 0.095
C 2.73912 -0.19679 2.01593 0.793 -1.926 -1.084
C 2.58697 -1.48844 1.51807 0.278 2.319 0.486
H 2.53251 0.69545 1.39242 0.085 -0.657 0.126
C 2.87942 -2.69636 2.35653 0.539 -0.147 0.471
H 2.27163 -1.64058 0.47501 0.066 0.134 0.666
C 2.94966 -2.37340 3.86150 -0.344 0.075 -0.165
H 2.13664 -3.47887 2.18707 -0.017 0.256 -0.078
H 3.85010 -3.12433 2.04873 -0.072 0.145 -0.049
C 3.81588 -1.15055 4.14107 0.274 0.098 -0.295
H 1.94143 -2.21059 4.26913 0.149 0.009 -0.304
H 3.35415 -3.23681 4.39505 0.046 -0.021 -0.010
C 3.42053 0.10696 3.32413 -0.163 -0.058 0.855
H 3.80126 -0.91947 5.21022 -0.027 0.040 -0.107
H 4.85637 -1.39959 3.88696 -0.087 -0.010 0.034
H 2.80066 0.76122 3.95987 -0.017 -0.190 -0.227
H 4.33744 0.68882 3.14489 -0.189 -0.060 -0.207
C -2.44013 -2.37965 3.88880 0.425 -0.967 0.434
C -3.12316 -1.21320 3.32628 -1.585 1.825 -0.720
C -4.49716 -0.88985 3.41936 1.233 -0.559 -0.027
C -4.66680 0.37111 2.81238 0.931 0.634 -0.454
C -3.39515 0.78863 2.37054 -0.902 -1.791 1.117
C -3.04811 2.07868 1.74862 0.077 0.594 -0.479
N -2.45669 -0.19057 2.66589 -0.926 0.256 0.203
H -3.18142 -3.02163 4.38961 0.197 0.127 -0.097
H -1.68629 -2.07884 4.64013 -0.211 -0.212 -0.329
H -1.93208 -2.97063 3.11024 -0.067 0.131 0.431
H -5.24325 -1.51803 3.89823 0.075 0.164 -0.097
H -5.57794 0.94968 2.70359 0.044 -0.089 0.074
H -3.26429 2.07141 0.66337 0.202 0.194 0.216
H -3.65088 2.88581 2.19486 0.236 -0.141 -0.178
H -1.98299 2.33929 1.89599 -0.348 -0.066 -0.070
```
Forces are in eV/Å.

Net charge   -1
ΔE to the lowest compared entry with this formula, charge and spin   0.000 eV
Gap between HOMO and LUMO (spin up / spin down)   4.67 / 4.67 eV
Spin multiplicity   2
Calculated total energy   -69238.128 eV

[3]
The ion C3H7N2S with charge +1. Source: the Open Molecules 2025 dataset; level of theory: the ωB97M-V functional and the def2-TZVPD basis.

Geometry as XYZ:
```
13
Properties=species:S:1:pos:R:3:forces:R:3
C 1.19145 0.54179 1.12149 -1.588 -1.894 -3.894
C -0.58563 -0.86720 0.30669 -2.625 2.394 0.879
C -0.27185 -0.15021 -1.01500 -2.971 -0.805 -1.607
N 1.05937 -0.11131 -1.17286 1.477 -0.402 3.664
N 0.29539 -0.28710 1.38000 -0.043 -0.608 -0.242
S -1.36639 1.39013 -1.50400 0.705 -1.891 -0.048
H 1.88668 1.04558 1.68698 1.543 0.883 1.460
H -1.66554 -0.62564 0.63438 1.569 -0.354 -0.580
H -0.46225 -1.89469 0.48138 0.331 -1.654 -0.938
H -0.60843 -0.88831 -1.87472 0.345 0.895 1.366
H 1.40856 0.58950 -1.76046 0.577 1.749 -1.089
H 0.14109 -0.89260 2.20800 0.326 1.241 0.281
H -1.02244 2.15008 -0.49188 0.353 0.447 0.750
```
Forces are in eV/Å.

Net charge   +1
ΔE to the lowest compared entry with this formula, charge and spin   5.950 eV
Gap between HOMO and LUMO (spin up / spin down)   7.06 / 7.06 eV
Calculated total energy   -17027.621 eV

[4]
A cluster of 2 separate species, C6H11N2OS in total. Source: the Open Molecules 2025 dataset; level of theory: the ωB97M-V functional and the def2-TZVPD basis.

Geometry as XYZ:
```
21
Properties=species:S:1:pos:R:3:forces:R:3
C 2.15552 1.41168 -0.18308 -0.445 1.749 1.244
C 3.48189 1.08911 -0.13747 0.027 2.397 -0.398
C 1.37106 0.24620 -0.13499 -4.151 2.840 -0.599
C -1.16132 1.34975 0.04909 -0.385 0.408 0.590
C -0.88906 -1.19902 0.48930 -1.997 1.654 3.667
C -0.67535 -0.00218 -0.34393 2.754 1.063 -0.292
N 2.13059 -0.82780 0.09362 0.452 -2.946 1.123
N -0.33412 -2.37684 -0.00362 2.038 1.613 -2.737
O -0.80168 -0.25186 -1.63333 0.604 1.945 -2.804
S 3.71896 -0.59107 -0.11371 1.131 -1.333 -0.425
H 1.82810 2.51055 -0.01923 0.317 -2.200 -0.769
H 4.25682 1.81639 -0.24723 0.601 -0.143 0.119
H -0.86705 1.63974 1.03831 -0.063 -0.223 0.822
H -2.25696 1.45137 -0.04486 0.421 -0.298 -0.004
H -0.70446 2.12787 -0.54314 0.080 0.059 -0.688
H -0.45129 -0.88771 1.47303 -0.528 -0.441 -0.345
H -2.01119 -1.27480 0.65329 0.896 0.268 -0.064
H 1.68827 -1.71920 0.25821 -0.008 -0.670 -0.085
H -0.48300 -2.17841 -0.99726 0.465 -1.484 -0.212
H -0.77330 -3.20122 0.24574 -1.138 -1.740 0.690
H -0.51357 0.60548 -2.14988 -1.071 -2.519 1.165
```
Forces are in eV/Å.

Net charge   +1
ΔE to the lowest compared entry with this formula, charge and spin   1.201 eV
Gap between HOMO and LUMO (spin up / spin down)   7.11 / 5.59 eV
Spin multiplicity   3
Calculated total energy   -22250.696 eV

[5]
A cluster of 3 separate species, C18H24NO3 in total. Source: the Open Molecules 2025 dataset; level of theory: the ωB97M-V functional and the def2-TZVPD basis.

Geometry as XYZ:
```
46
Properties=species:S:1:pos:R:3:forces:R:3
O -2.81455 0.88429 2.59181 0.273 0.118 -0.340
C -2.60702 0.35111 1.35958 0.118 0.311 0.907
C -2.52448 1.15674 0.23864 -0.216 0.811 -0.101
C -2.31272 0.57834 -0.98230 -0.025 0.309 -0.655
C -2.15259 -0.77597 -1.06059 0.112 -0.546 -0.736
N -2.21447 -1.52244 0.02877 -0.389 -1.174 0.168
C -1.99291 -2.99652 -0.03582 0.604 -0.226 0.730
C -0.57228 -3.26768 0.45769 -1.220 0.393 -0.929
C 0.45420 -2.60736 -0.18558 -0.078 0.456 -0.631
C 1.74513 -2.76832 0.22258 0.817 0.378 -0.191
C 2.03236 -3.59209 1.29267 0.718 0.417 -0.418
C 1.00397 -4.25599 1.89001 0.226 -1.236 1.530
C -0.30565 -4.11354 1.49958 -0.447 -0.087 0.064
C -2.44810 -0.99973 1.23668 -0.017 0.001 0.016
H -2.26057 0.39916 3.21701 -0.250 0.137 0.256
H -2.61842 2.23384 0.31463 -0.098 -0.087 0.182
H -2.25590 1.12682 -1.91245 0.092 0.186 0.174
H -1.96735 -1.28647 -1.99627 0.010 0.043 0.053
H -2.16207 -3.36953 -1.04490 -0.027 0.311 -0.027
H -2.71529 -3.46042 0.63725 -0.039 0.035 -0.165
H 0.27252 -1.94138 -1.02460 -0.159 -0.076 0.032
H 2.53017 -2.23264 -0.29838 0.042 -0.069 0.089
H 3.06116 -3.68052 1.61717 -0.112 -0.202 0.136
H 1.21356 -4.92876 2.71684 0.040 0.085 -0.055
H -1.09888 -4.65524 2.00258 0.048 0.013 -0.009
H -2.50440 -1.64221 2.10552 0.067 -0.227 -0.219
C 0.38021 2.67223 2.20680 0.197 -0.209 -0.076
C 1.24990 3.70306 1.52241 0.154 0.061 -0.057
O 2.28714 3.38836 0.98850 -0.081 -0.071 -0.038
C 0.76502 5.13105 1.53558 0.232 -0.005 -0.120
H 0.84894 1.69230 2.11986 0.031 0.032 -0.015
H 0.26813 2.91672 3.26406 -0.185 0.066 -0.040
H -0.59928 2.64093 1.72683 -0.093 0.120 0.182
H 0.67132 5.48472 2.56344 -0.177 -0.010 -0.016
H -0.20131 5.20352 1.03307 -0.080 0.026 0.162
H 1.48155 5.75953 1.01167 0.001 -0.026 0.006
C 1.84828 1.60160 -2.21166 -0.362 -0.063 0.047
C 1.20082 0.74705 -3.27145 0.016 0.047 -0.008
O 0.01242 0.49264 -3.24239 -0.065 -0.096 0.165
C 2.08720 0.22181 -4.36896 -0.318 -0.138 -0.087
H 1.09969 1.91247 -1.48488 0.032 0.007 0.000
H 2.62415 1.03482 -1.69500 0.139 0.119 -0.080
H 2.28694 2.49098 -2.66523 0.173 -0.069 0.038
H 2.87302 -0.40574 -3.94559 0.129 0.149 -0.024
H 2.53572 1.05263 -4.91496 0.162 -0.030 0.091
H 1.49472 -0.37413 -5.06020 0.004 0.018 0.011
```
Forces are in eV/Å.

Net charge   +1
ΔE to the lowest compared entry with this formula, charge and spin   0.596 eV
Gap between HOMO and LUMO   8.03 eV
Calculated total energy   -26681.635 eV